Molecular formula: C32H38BN4O2Os
Method: DFT, ωB97M-V/def2-TZVPD

Values from the calculation:
- Expectation value of S²: 6.11
- Total charge: +1
- E_HOMO (spin up / spin down): -8.083 / -10.769 eV
- Frontier orbital gap (spin up / spin down): 4.934 / 5.286 eV
- LUMO (spin up / spin down): -3.15 / -5.48 eV
- ΔE to the lowest compared entry with this formula, charge and spin: 0.00 kcal per mole
- Spin multiplicity: 5

Atoms and positions in Å:
Os1 1.217 -0.892 -1.543
C1 -1.350 1.606 -1.352
C2 -2.318 0.423 -1.402
C3 -1.864 -0.798 -2.220
N1 -0.724 -1.525 -1.685
C4 -0.948 -2.741 -1.154
C5 -2.248 -3.137 -0.693
C6 -2.736 -4.378 -0.398
C7 -2.115 -5.629 -0.522
C8 -0.767 -5.862 -0.755
C9 0.267 -4.959 -0.864
C10 0.241 -3.535 -0.961
N2 1.375 -2.816 -1.013
C11 2.633 -3.457 -0.685
C12 3.663 -2.457 -0.168
C13 4.189 -1.472 -1.207
N3 3.177 -0.538 -1.660
C14 3.573 0.636 -2.190
C15 4.953 0.906 -2.473
C16 5.570 2.060 -2.889
C17 5.034 3.329 -3.096
C18 3.681 3.677 -3.047
C19 2.580 2.879 -2.878
C20 2.481 1.484 -2.572
N4 1.280 0.861 -2.554
C21 0.221 1.381 -3.402
C22 -0.892 2.181 -2.691
H1 -0.459 1.326 -0.791
H2 -1.847 2.400 -0.789
H3 -3.264 0.756 -1.835
H4 -2.511 0.113 -0.374
H5 -1.621 -0.464 -3.233
H6 -2.717 -1.479 -2.321
H7 -2.918 -2.310 -0.507
H8 -3.758 -4.412 -0.044
H9 -2.740 -6.495 -0.356
H10 -0.476 -6.904 -0.806
H11 1.243 -5.409 -0.970
H12 3.037 -3.991 -1.557
H13 2.473 -4.187 0.117
H14 4.516 -3.024 0.208
H15 3.225 -1.896 0.662
H16 4.599 -2.025 -2.064
H17 5.008 -0.926 -0.728
H18 5.612 0.056 -2.393
H19 6.638 1.974 -3.053
H20 5.730 4.120 -3.332
H21 3.473 4.727 -3.208
H22 1.632 3.395 -2.904
H23 -0.218 0.519 -3.914
H24 0.655 2.014 -4.184
H25 -1.738 2.272 -3.374
H26 -0.519 3.190 -2.498
C23 -3.081 2.918 5.436
C24 -3.178 1.787 4.410
C25 -3.531 0.503 5.173
C26 -4.308 2.119 3.422
C27 -1.893 1.595 3.610
C28 -0.874 2.551 3.596
C29 0.258 2.446 2.799
C30 0.352 1.342 1.979
O1 1.272 1.008 1.015
B1 0.818 -0.159 0.436
O2 -0.334 -0.591 1.068
C31 -0.643 0.360 2.003
C32 -1.759 0.462 2.806
H27 -4.013 2.976 5.994
H28 -2.927 3.884 4.966
H29 -2.280 2.728 6.145
H30 -4.394 0.684 5.809
H31 -2.700 0.198 5.805
H32 -3.782 -0.316 4.506
H33 -5.248 2.231 3.957
H34 -4.430 1.331 2.684
H35 -4.102 3.051 2.900
H36 -0.961 3.427 4.216
H37 1.017 3.212 2.802
H38 -2.509 -0.311 2.784

---

Molecular formula: CH5N4O2
Method: DFT, ωB97M-V/def2-TZVPD

Values from the calculation:
- Total charge: +1
- E_HOMO: -14.895 eV
- Frontier orbital gap: 10.611 eV
- LUMO: -4.28 eV
- ΔE to the lowest compared entry with this formula, charge and spin: 73.23 kcal per mole

Atoms and positions in Å:
C1 1.934 -0.111 0.059
N1 -1.860 -0.965 -0.348
N2 2.117 1.123 -0.039
N3 -0.811 -0.390 -0.351
N4 1.823 -1.280 0.140
O1 -0.733 0.899 0.068
O2 -3.007 -0.362 0.194
H1 3.107 1.384 0.261
H2 1.281 1.535 -0.437
H3 1.323 -2.079 0.166
H4 -1.552 1.244 0.362
H5 -3.621 -1.000 -0.074

---

Molecular formula: C8H9ClOS
Method: DFT, ωB97M-V/def2-TZVPD

Values from the calculation:
- Expectation value of S²: 2.04
- E_HOMO (spin up / spin down): -6.102 / -9.708 eV
- Frontier orbital gap (spin up / spin down): 6.697 / 8.381 eV
- LUMO (spin up / spin down): 0.60 / -1.33 eV
- Spin multiplicity: 3

Atoms and positions in Å:
C1 -1.487 -0.508 -2.039
C2 -0.208 -0.604 -1.641
C3 -2.307 0.289 -1.266
C4 0.053 0.036 -0.368
C5 -2.143 -0.441 1.488
C6 1.170 1.129 1.627
C7 2.511 -0.147 -0.097
C8 1.154 0.346 0.317
O1 -3.131 -0.224 2.106
S1 -1.486 0.896 0.110
Cl1 -1.804 -2.102 0.879
H1 -2.076 -0.872 -2.897
H2 0.635 -1.128 -2.018
H3 -3.361 0.403 -1.326
H4 1.637 0.331 2.302
H5 0.186 1.478 1.899
H6 1.892 1.868 1.386
H7 3.115 -0.574 0.776
H8 3.194 0.721 -0.290
H9 2.456 -0.898 -0.946

---

Molecular formula: C3H4FN3O
Method: DFT, ωB97M-V/def2-TZVPD

Values from the calculation:
- SMILES: Nc1nc(O)[nH]c1F
- E_HOMO: -8.193 eV
- Frontier orbital gap: 8.888 eV
- LUMO: 0.70 eV
- ΔE to the lowest compared entry with this formula, charge and spin: 1.17 kcal per mole

Atoms and positions in Å:
C1 0.782 -0.384 -0.007
C2 -1.282 0.127 0.000
C3 0.679 0.975 0.025
H1 2.085 -1.689 0.814
H2 1.945 -1.797 -0.776
H3 -2.964 -0.763 0.015
H4 -1.072 2.221 -0.124
N1 1.992 -1.121 -0.009
N2 -0.516 -0.925 0.029
N3 -0.641 1.316 0.059
O1 -2.633 0.157 -0.015
F1 1.626 1.884 -0.012

---

Molecular formula: C5H18N2O3
Method: DFT, ωB97M-V/def2-TZVPD

Values from the calculation:
- SMILES: C=NCC[C@@H](C)N.O.O.O
- E_HOMO: -9.253 eV
- Frontier orbital gap: 9.931 eV
- LUMO: 0.68 eV
- ΔE to the lowest compared entry with this formula, charge and spin: 43.10 kcal per mole

Atoms and positions in Å:
C1 -0.262 -2.156 1.475
C2 0.177 -0.927 0.696
C3 -0.918 -0.135 0.048
C4 -0.223 1.207 -0.494
C5 -0.617 2.301 1.561
N1 0.053 2.191 0.500
N2 1.034 -1.378 -0.440
H1 0.578 -2.408 2.154
H2 -0.367 -3.040 0.850
H3 -1.019 -1.969 2.241
H4 0.774 -0.216 1.283
H5 -1.328 -0.536 -0.877
H6 -1.828 0.144 0.588
H7 0.598 0.957 -1.155
H8 -0.962 1.588 -1.211
H9 -1.499 1.775 1.927
H10 -0.230 3.015 2.296
H11 0.800 -2.285 -0.791
H12 2.012 -1.317 -0.173
H13 -1.405 -0.706 -3.996
H14 -0.442 -0.070 -2.859
O1 -1.332 -0.276 -3.141
H15 0.177 -0.033 2.794
H16 0.407 -0.788 4.183
O2 -0.068 -0.068 3.730
H17 1.726 -0.003 -2.288
H18 1.851 0.990 -3.475
O3 1.884 0.071 -3.245

---

Molecular formula: C3H3N4
Method: DFT, ωB97M-V/def2-TZVPD

Values from the calculation:
- Total charge: +1
- E_HOMO: -16.300 eV
- Frontier orbital gap: 10.541 eV
- LUMO: -5.76 eV
- ΔE to the lowest compared entry with this formula, charge and spin: 8.63 kcal per mole

Atoms and positions in Å:
C1 -0.061 -1.214 -2.354
C2 0.103 -0.120 -0.282
C3 0.247 -1.184 -1.002
N1 -0.402 -1.257 -3.427
N2 0.906 -2.229 2.252
N3 0.596 -1.309 1.764
N4 -0.245 1.003 0.160
H1 0.408 -2.125 -0.636
H2 0.488 1.673 0.320
H3 -1.328 1.075 0.492